Density functional theory data (ωB97M-V/def2-TZVPD) for a cluster of 3 separate species, C32H61BBr2F9N4O7P2 in total at a distorted geometry.

Charge ... +1
Calculated total energy ... -238256.50586 eV

XYZ file:
```
118
C32H61BBr2F9N4O7P2 (ωB97M-V/def2-TZVPD)
C -3.4260 -4.8981 1.0262
C -2.0455 -4.5879 0.4028
P -2.2954 -3.2355 -0.7947
C -2.8766 -3.9449 -2.3811
C -4.4208 -3.9545 -2.3820
N -0.6185 -2.4232 -1.1322
C -0.8209 -0.9425 -0.8535
C -1.8211 -0.2966 -1.8115
C -1.6009 1.2291 -1.8874
C -2.8000 2.0974 -1.5089
F -3.2839 2.7015 -2.6233
F -3.8126 1.3675 -0.9873
C -2.4341 3.2315 -0.5028
F -1.5522 2.7566 0.4048
F -1.8226 4.2055 -1.2001
C -3.6407 3.8235 0.2659
F -4.0665 2.9152 1.1611
F -4.6290 4.0851 -0.6012
C -3.3408 5.1336 1.0462
F -4.4061 5.4354 1.7786
F -2.2974 4.9697 1.8524
F -3.0963 6.1386 0.2179
C -1.0758 -0.7142 0.6454
B -2.5404 -0.3134 1.2238
O -3.7598 -0.7765 0.7736
O -2.4506 0.5882 2.2213
C -3.5783 0.8277 3.0744
O -0.7069 -1.9041 1.3581
C 0.5833 -2.4271 1.0257
P 1.8094 -1.1534 1.6334
O 3.2096 -1.5637 1.8530
C 0.6803 -2.9173 -0.4667
C 1.9012 -2.2735 -1.1843
C 2.1771 -2.7034 -2.6426
C 3.3092 -3.7257 -2.7988
C 3.9966 -3.6521 -4.1734
N 5.2798 -2.9422 -4.0697
C 5.2017 -1.5430 -4.3944
C 4.9851 -1.1512 -5.8364
O 5.3164 -0.7169 -3.5323
C 0.8642 -4.4364 -0.6271
Br 0.0386 -5.2664 -2.1365
C 1.7047 -5.2514 0.0187
C 1.8940 -6.7090 -0.2901
Br 2.8856 -4.6299 1.3568
H -3.5292 -5.9712 1.1741
H -3.5299 -4.4232 2.0018
H -4.2601 -4.5727 0.4028
H -1.3482 -4.3022 1.1863
H -1.6451 -5.4939 -0.0558
H -2.5012 -4.9408 -2.6015
H -2.5329 -3.2577 -3.1597
H -4.7930 -3.7444 -3.3829
H -4.8404 -3.2035 -1.7106
H -4.7991 -4.9296 -2.0801
H -0.4530 -2.4708 -2.1424
H 0.1339 -0.4887 -1.1222
H -2.8457 -0.5748 -1.5757
H -1.6078 -0.6924 -2.8119
H -0.7389 1.5264 -1.2907
H -1.3535 1.5026 -2.9115
H -0.4572 0.1347 0.9555
H -4.0323 -1.6265 1.1341
H -4.3675 1.3474 2.5359
H -3.9479 -0.1077 3.4923
H -3.2323 1.4572 3.8906
H 0.6797 -3.2960 1.6710
H 1.1640 -0.7116 2.8011
H 1.6671 -0.0781 0.7357
H 1.8181 -1.1886 -1.1788
H 2.7823 -2.5096 -0.5855
H 2.4808 -1.7985 -3.1778
H 1.2795 -3.0569 -3.1571
H 2.9133 -4.7369 -2.6634
H 4.0650 -3.5567 -2.0330
H 4.1886 -4.6557 -4.5496
H 3.3271 -3.1668 -4.8939
H 6.0036 -3.3920 -4.6172
H 5.9512 -1.2050 -6.3439
H 4.6141 -0.1311 -5.8785
H 4.3083 -1.8264 -6.3580
H 2.5109 -7.1765 0.4716
H 0.9404 -7.2334 -0.3307
H 2.4148 -6.8155 -1.2446
C -0.8630 7.0545 -2.5700
C 0.4497 7.5523 -1.9758
C 0.2867 8.7462 -1.0258
O 0.0454 9.9807 -1.6674
C -1.3023 10.2412 -2.0084
N 1.3946 7.8164 -3.0624
H -1.2226 7.7103 -3.3630
H -0.7235 6.0663 -3.0090
H -1.6399 6.9819 -1.8078
H 0.8689 6.7397 -1.3723
H 1.2260 8.8799 -0.4831
H -0.4975 8.5468 -0.2820
H -1.9875 9.8316 -1.2593
H -1.5619 9.8364 -2.9897
H -1.4264 11.3227 -2.0412
H 2.3086 8.0326 -2.6764
H 1.1037 8.6690 -3.5332
C 3.5360 -0.2494 7.2884
C 2.0561 0.1179 7.2879
C 1.1173 -1.0792 7.0925
O 1.0546 -1.5707 5.7637
C 2.0792 -2.4768 5.4013
N 1.8290 1.1807 6.3057
H 3.9018 -0.4446 6.2797
H 4.1235 0.5749 7.6900
H 3.7259 -1.1331 7.9004
H 1.8173 0.5312 8.2726
H 0.0995 -0.7599 7.3305
H 1.3760 -1.8944 7.7803
H 2.3653 -3.1234 6.2357
H 2.9631 -1.9586 5.0221
H 1.6835 -3.1037 4.5992
H 0.8758 1.5228 6.3820
H 1.8924 0.7722 5.3774
```

=====

Density functional theory data (ωB97M-V/def2-TZVPD) for a structure of composition C13H19F3FeN2O4P2 at a distorted geometry.

Charge ... +1
Calculated total energy ... -86071.95853 eV
Spin multiplicity ... 6

XYZ file:
```
44
C13H19F3FeN2O4P2 (ωB97M-V/def2-TZVPD)
Fe 0.0284 1.3967 -0.9385
C -1.0701 1.5035 2.9165
P 0.0266 1.0387 1.5220
C 1.6159 1.7570 2.0970
C 0.1246 -0.7754 1.7399
C 0.7240 -1.3582 2.8475
C 0.7594 -2.7377 2.9707
C 0.1818 -3.5364 1.9969
C -0.4262 -2.9624 0.8910
C -0.4672 -1.5818 0.7622
P -1.2276 -0.7204 -0.6553
C -1.5639 -2.0128 -1.9072
C -2.9143 -0.3880 -0.0119
H -0.5960 1.2121 3.8540
H -2.0288 0.9982 2.8373
H -1.2325 2.5793 2.9111
H 1.9584 1.2547 3.0020
H 1.4384 2.8110 2.3177
H 2.3879 1.6820 1.3311
H 1.1804 -0.7441 3.6081
H 1.2438 -3.1878 3.8251
H 0.2169 -4.6122 2.0915
H -0.8592 -3.5966 0.1328
H -2.2436 -2.7543 -1.4855
H -0.6318 -2.4820 -2.2168
H -2.0458 -1.5543 -2.7707
H -3.3468 -1.3166 0.3595
H -3.5387 0.0135 -0.8074
H -2.8655 0.3427 0.7922
N -0.3568 1.4772 -3.5036
N -1.3194 2.4897 -3.6622
C -1.6358 3.3123 -2.5624
O -2.2511 4.3300 -2.7321
O -1.2226 2.8213 -1.4454
H 0.5752 1.7850 -3.7934
H -0.6237 0.6688 -4.0616
H -1.4233 2.9288 -4.5742
F 4.6357 0.0448 -2.1833
C 3.9534 -0.1813 -1.0632
F 4.5112 0.5549 -0.0905
F 4.0984 -1.4613 -0.7285
C 2.4494 0.2083 -1.1938
O 1.5891 -0.6409 -0.9316
O 2.1911 1.3924 -1.4887
```